40
Properties=species:S:1:pos:R:3 method="wB97M-V/def2-TZVPD" homo_energy_ev=-11.7 e_tot_ev=-146755.143 total_charge=+1 homo_lumo_gap_ev=6.984
C -3.648 -1.574 -2.000
C -2.204 -2.322 -2.207
S -0.702 -1.216 -2.030
C 0.387 3.579 2.561
C -0.963 1.555 -1.509
C 2.714 -0.882 -0.237
H -0.103 4.294 3.230
O 0.315 1.636 3.874
O 0.223 1.946 -2.051
H -5.827 -2.072 -1.435
H -3.546 -0.660 -1.277
H 3.326 0.295 -1.976
H 2.224 0.002 0.185
I -2.199 -3.020 -4.327
H 1.800 3.066 4.154
H 3.999 -1.358 -1.925
H 1.954 -1.578 -0.601
H -2.040 -3.264 -1.529
H 0.971 4.122 1.813
O -0.625 2.796 1.930
H 1.933 2.053 2.689
H 0.031 0.105 0.019
O 4.871 -0.033 -0.626
O 5.971 -1.813 0.741
S 4.966 -0.778 0.821
O 4.960 0.236 1.852
I -4.284 -0.803 -3.952
C -4.759 -2.595 -1.346
C -0.923 0.095 -0.697
O -0.676 0.304 2.012
S -0.927 1.470 2.830
Br -2.653 2.647 -1.656
H -4.550 -2.796 -0.198
C 1.239 2.586 3.348
H -1.862 -0.057 -0.013
H 0.333 -2.061 -1.513
H -4.777 -3.608 -1.976
O 3.496 -1.484 0.792
O -2.161 1.675 3.551
C 3.713 -0.491 -1.322


88
Properties=species:S:1:pos:R:3 method="wB97M-V/def2-TZVPD" homo_energy_ev="-4.6 / -4.6" e_tot_ev=-69669.348 total_charge=0 relative_energy_kcal_mol=134.4 homo_lumo_gap_ev="4.449 / 4.450"
C 2.676 4.739 -2.067
H -4.720 1.584 -1.094
H 3.159 2.681 -1.559
C -0.148 -0.792 -3.185
H -2.957 -1.966 3.467
C -2.840 -4.021 2.988
C 4.500 0.307 -0.865
C -0.320 -0.506 -5.541
C -0.308 -1.373 -4.441
H -1.188 1.354 2.241
C 0.305 5.272 -2.032
C 0.688 1.144 4.266
P -0.136 -0.765 2.365
H 1.717 -0.353 1.206
C 3.126 0.490 -0.975
C 1.620 5.638 -2.268
C -0.257 -3.625 2.339
C -0.686 1.362 0.205
C -0.130 -0.882 5.263
C 1.898 0.567 -0.786
C 0.121 -0.132 4.093
C 0.045 0.591 -2.985
H -2.240 1.399 -2.204
H -2.671 -0.550 -3.510
P 0.440 1.335 -1.290
H -5.343 -0.941 -2.209
H 0.054 -1.026 7.415
C -3.141 -1.024 0.554
C -0.286 0.877 -5.348
C 5.232 0.166 -2.055
H 2.037 -1.330 2.701
H -0.507 5.991 -2.087
H 7.028 0.442 1.376
C 6.495 0.340 0.436
C 1.474 -1.269 1.728
C 1.046 3.020 -1.612
C -0.720 0.720 1.461
H 8.264 0.730 -0.713
H 0.063 2.509 -4.006
C 0.013 3.956 -1.717
H -2.691 -6.103 2.220
H -0.649 -1.837 5.196
H 4.726 0.056 -3.009
H -0.456 -0.928 -6.536
C -0.900 -4.839 2.058
C 7.235 0.409 -0.757
C 0.249 -0.412 6.528
H -3.288 2.094 -0.243
H -3.819 -4.224 3.408
H -3.656 -3.399 -1.923
C 2.382 3.412 -1.726
H 0.777 1.771 3.387
H -1.008 3.622 -1.585
C -2.216 -5.102 2.379
H 4.545 0.231 1.317
H -4.185 0.644 1.300
H -2.795 -3.229 0.299
H 1.914 -2.086 1.088
C 1.080 1.614 5.529
H 1.285 1.137 7.630
H -0.370 -5.623 1.509
C -4.044 -2.551 -1.331
C -2.288 -2.733 3.104
H 1.831 6.651 -2.569
H -5.030 -2.887 -0.977
C -3.169 -0.472 -2.518
H 3.695 5.072 -2.169
C -4.093 0.121 0.343
C -0.053 1.422 -4.100
C 5.129 0.270 0.400
C -0.954 -2.438 2.697
H -2.596 -0.896 1.501
Sn -1.015 -1.700 -0.350
C 6.603 0.223 -1.997
H -1.239 2.328 0.197
H -0.457 -2.448 -4.525
H -0.434 1.566 -6.177
C -2.919 0.638 -1.792
H -0.179 -1.484 -2.321
C -3.130 -2.254 -0.166
H 1.541 2.598 5.597
C 0.893 0.820 6.664
C -4.340 -1.412 -2.362
C -3.768 1.198 -0.693
H -4.405 -1.959 -3.323
H 0.784 -3.539 2.070
H -5.102 -0.228 0.091
H 7.180 0.226 -2.917


124
Properties=species:S:1:pos:R:3 method="wB97M-V/def2-TZVPD" homo_energy_ev=-7.6 e_tot_ev=-98456.401 total_charge=0 homo_lumo_gap_ev=7.972
H -2.749 -3.129 -2.452
O -0.421 2.072 4.097
H -2.438 -0.400 -3.986
C -2.187 1.700 -1.452
C -3.242 -3.242 1.669
H -3.582 1.904 -1.624
H 1.902 -1.268 -0.179
H -2.505 2.479 3.886
O -0.285 -5.047 2.623
H 0.069 -5.656 -3.073
O 0.096 -2.982 1.016
H 2.973 -2.595 0.545
O 3.051 -1.244 -3.370
P 0.035 0.749 3.653
H -4.252 -2.841 1.588
H 2.723 6.332 2.441
C 2.729 4.731 1.029
H 3.768 -1.103 -1.511
O 0.205 3.732 -1.770
H -1.438 4.058 -3.022
O 1.450 0.310 4.418
C -4.281 2.157 -0.827
O -2.994 3.464 2.101
H -1.555 -0.646 -0.189
H -0.248 2.415 1.576
H -5.237 2.523 -1.202
H 0.353 2.033 -0.939
H -3.550 -4.165 2.161
H 3.456 4.034 1.447
C -2.993 2.659 1.083
P -0.291 -4.575 1.207
H -0.785 -0.163 -4.499
C 1.808 -1.675 -3.359
C 3.972 -1.747 -2.366
O 2.591 2.601 -1.657
C -0.392 3.760 -3.102
C -2.473 -0.887 -3.011
H -2.651 -2.619 2.340
C 0.051 -5.943 -2.021
O -3.779 3.005 0.099
H 3.424 0.690 4.783
C -0.723 -1.761 4.047
C 2.477 1.200 4.607
H -3.070 1.808 -2.081
C -2.175 3.302 3.252
H 0.199 -3.924 -1.437
P 1.779 4.051 -1.426
H -2.286 4.216 3.835
H -1.228 1.211 -3.343
H -0.967 -6.182 -1.713
H -1.134 3.153 2.966
C -0.359 -1.118 -4.192
H -4.575 1.223 -0.349
H 0.957 2.344 -3.882
O 1.439 -2.585 -2.588
H -1.117 -1.944 2.067
H -1.485 -2.697 -3.536
C -1.045 -1.114 -1.030
C -0.126 2.462 -3.860
H 2.763 1.836 3.769
C 2.299 -1.755 0.712
C 0.404 1.213 -0.223
H 1.752 -4.838 -1.573
H 2.487 0.460 0.729
H 1.169 0.460 -0.412
H 1.122 1.178 -1.291
O 2.296 5.215 -2.223
C -2.648 -3.660 0.327
O 0.745 -5.264 0.131
H -0.245 1.363 -1.870
C 3.054 1.118 0.071
H -1.239 -2.186 -1.017
H 4.999 -1.519 -2.648
H 0.906 -0.167 -0.662
H 1.600 -2.962 2.487
H 2.877 -0.984 1.222
H 0.699 -6.794 -1.816
O -1.720 -4.742 0.433
H 3.806 -2.820 -2.267
C 2.323 1.875 5.944
H -3.109 -2.690 -4.130
N -1.228 -0.521 -2.374
H 3.348 5.296 0.332
H 0.988 -1.688 -1.454
H -2.194 -2.858 -0.256
O 1.739 4.194 0.220
H 3.271 2.102 0.487
H -2.455 1.046 -0.622
H -0.645 0.928 -0.297
H -2.488 -2.425 3.124
H 1.986 1.207 6.735
H -1.655 2.594 -1.127
H 1.166 6.159 1.579
O -0.992 -0.397 4.002
H 0.832 -1.397 2.001
C -1.413 -2.495 2.959
H 0.525 -1.622 0.332
C -2.506 -2.437 -3.258
C 1.262 -2.339 1.659
H -0.910 -1.506 -3.336
C 2.001 5.624 2.032
O 0.381 0.573 2.107
H 0.313 -2.100 4.068
H -3.351 -0.549 -2.461
H 3.239 2.360 6.283
H 1.529 2.621 5.988
H -0.576 2.579 -4.846
O -2.259 1.661 1.120
C -1.185 0.989 -2.277
H 1.504 2.192 1.471
C 2.198 1.320 -1.183
H 1.580 4.978 2.802
H -1.109 -3.540 3.031
O 1.048 -0.954 -4.122
H -3.377 -4.068 -0.373
H 3.973 0.541 -0.033
H 2.564 0.584 -1.898
H -0.059 4.667 -3.607
H -0.530 -1.920 -4.910
H -0.886 -2.093 5.072
C 0.464 -1.163 -0.655
C 0.718 -4.859 -1.228
H -0.581 1.525 -3.541
C 0.539 1.725 1.273


7
Properties=species:S:1:pos:R:3 method="wB97M-V/def2-TZVPD" homo_energy_ev=-10.1 e_tot_ev=-15349.731 total_charge=0 relative_energy_kcal_mol=97.7 homo_lumo_gap_ev=9.817
S 0.674 0.252 -0.079
N -0.514 1.407 0.105
H 0.000 2.331 -0.134
H -0.353 -1.986 0.393
H -1.442 -0.711 -0.049
N -0.450 -1.046 -0.008
N 2.085 -0.248 -0.228


23
Properties=species:S:1:pos:R:3 method="wB97M-V/def2-TZVPD" homo_energy_ev=-10.6 e_tot_ev=-42852.276 total_charge=0 homo_lumo_gap_ev=9.571
C 2.448 -1.429 0.423
P 0.777 0.202 -0.680
H 2.894 -0.567 0.966
N -1.551 2.038 0.646
O 0.308 0.485 -2.201
H 1.945 1.779 -2.404
Cl -2.211 -3.628 1.938
C -0.748 -0.276 0.467
N -2.884 -1.079 2.084
C -2.025 -1.936 1.602
C 1.390 1.022 -2.972
H 1.723 -1.911 1.079
O 1.470 1.394 -0.097
N -0.957 -1.569 0.847
O -1.475 2.376 -0.529
O -1.558 2.787 1.609
H -3.347 0.961 2.204
C -2.683 0.206 1.775
H 2.035 0.188 -3.300
C -1.644 0.649 0.997
H 0.946 1.447 -3.857
O 1.864 -1.039 -0.807
H 3.284 -2.100 0.208


18
Properties=species:S:1:pos:R:3 method="wB97M-V/def2-TZVPD" homo_energy_ev=-8.7 e_tot_ev=-28497.070 total_charge=0 relative_energy_kcal_mol=12.1 homo_lumo_gap_ev=9.413
H -0.465 -1.495 0.749
H 0.616 -0.405 1.460
O 1.850 -1.993 3.132
H 2.374 -1.702 3.882
C -0.770 0.533 -0.049
H 0.522 1.366 -4.853
H 1.210 2.374 -3.602
H -2.242 -0.427 1.952
H 2.102 -2.890 2.891
H -0.124 1.408 -0.104
S -1.039 -0.231 -1.686
C -0.392 -0.448 1.047
C 0.388 1.695 -3.830
H -0.544 2.214 -3.614
N -1.279 -0.241 2.210
H -1.728 0.954 0.267
H -1.035 -0.900 2.940
S 0.555 0.188 -2.792


130
Properties=species:S:1:pos:R:3 method="wB97M-V/def2-TZVPD" homo_energy_ev=-7.8 e_tot_ev=-85273.896 total_charge=0 relative_energy_kcal_mol=49.6 homo_lumo_gap_ev=8.221
C 3.654 -0.709 6.449
C -1.343 -2.421 -5.553
H -2.862 2.282 0.102
C -3.670 1.590 1.997
C -0.123 0.313 -2.209
C -0.005 6.941 -2.097
N -2.641 3.773 1.616
H 2.594 0.854 3.138
C 2.769 -1.242 5.636
H 2.935 2.022 -5.005
C 2.970 0.424 4.114
C 2.561 -1.200 -5.212
H -1.645 -1.204 -1.750
H -1.967 -2.611 -3.564
C -2.772 -3.379 2.628
H 1.604 -1.856 -5.304
H -4.062 3.784 4.720
C 5.315 -2.502 0.738
H -4.743 -3.935 -3.210
C -0.965 -0.294 -1.339
H -0.271 7.209 -4.307
H -0.954 -2.525 2.094
C -1.582 -3.183 -4.441
C -4.662 -1.878 -0.310
C -4.490 -1.707 -3.022
H -1.774 -6.865 -1.405
C -2.984 2.464 1.115
C -1.819 -1.445 3.871
C 0.912 1.515 -0.198
N 2.497 -0.819 4.439
H -1.395 -1.303 -5.628
C -1.693 -4.569 -4.406
H 6.276 -3.135 -1.157
C -4.084 -2.435 4.355
N -1.323 -5.347 -5.420
N -1.026 5.164 -3.508
H 6.264 -2.902 1.246
C 3.941 -1.617 -5.137
H -0.745 -2.906 -7.789
C 3.259 -1.615 -0.718
H -1.014 -3.021 -0.037
H -1.726 -5.003 -3.374
H 0.817 6.667 4.996
C 4.463 0.709 -4.838
C -1.012 -3.286 -6.668
O -0.211 0.253 -3.529
H 0.672 -7.460 -0.900
H 5.642 -0.951 -4.538
N -4.477 -0.641 -0.875
H -0.732 4.015 -0.306
C 1.062 6.334 3.949
H 2.382 7.919 3.791
C -0.386 6.452 -3.346
C 3.984 1.069 4.933
H 0.843 3.665 1.783
C 3.119 1.055 -5.105
C 4.287 -2.304 -1.379
C -2.979 -1.416 4.632
H -2.593 -4.174 1.987
H -0.427 0.572 2.534
H -0.704 -5.106 -7.580
H -3.203 -0.682 5.446
C -4.632 -2.932 -2.550
C -0.975 -0.019 0.092
C 2.005 7.172 3.203
H 2.401 -1.191 -1.350
H 1.646 2.116 -0.071
C 4.742 -0.606 -4.823
C -1.716 -2.499 2.930
O 0.077 1.039 1.961
H 1.758 1.512 -2.448
H 5.313 0.913 6.517
H -2.783 5.176 3.190
C -0.107 6.076 -1.019
C -4.618 -3.051 -1.158
H 1.258 -3.261 0.650
H 0.355 0.621 -4.028
H 2.225 -2.032 6.141
H 4.302 -2.554 -5.270
O -0.211 4.302 4.207
C 5.341 -2.790 -0.543
C 0.834 1.242 -1.706
H -4.154 0.362 -2.527
C -0.614 4.732 -1.169
H -4.620 -4.199 -0.795
C 0.243 -6.449 -0.637
C -4.397 -0.588 -2.180
H -3.723 0.655 1.484
H 5.181 1.431 -4.809
H -4.886 -2.244 4.933
O -0.729 -0.620 4.125
H 0.280 7.958 -1.798
H 2.380 -1.554 1.134
H 2.014 -5.540 0.538
C -1.079 -4.666 -6.623
C 2.040 5.441 1.532
C -0.048 0.863 0.747
C -1.051 4.332 -2.525
N 2.163 0.091 -5.256
O -5.047 -4.239 2.973
C 0.560 -4.167 0.203
H -0.297 -1.018 4.723
C 4.475 0.362 6.029
H -1.797 -0.530 0.689
H 4.340 -2.354 -2.499
C -3.026 4.151 2.779
N -1.482 -4.901 -0.788
H -4.283 0.982 3.937
H -5.743 -3.883 3.361
C 1.049 -5.499 0.027
H -0.735 3.485 3.856
C -0.720 -3.873 -0.368
N 4.283 -1.965 1.462
H -1.492 3.426 -2.881
H -4.740 -1.853 0.734
H 4.198 6.888 0.928
C 1.118 4.523 2.240
C -3.649 3.298 3.719
C 2.390 6.672 1.923
C 0.620 5.037 3.500
H 3.960 -1.271 7.468
H 0.348 6.390 -0.155
C 3.185 -1.621 0.702
O 3.399 7.381 1.330
C -3.947 -3.435 3.381
C -1.001 -6.164 -1.042
H 2.164 5.115 0.415
C -3.980 1.923 3.400
H 4.268 2.072 4.733
H -4.336 -1.612 -4.079


55
Properties=species:S:1:pos:R:3 method="wB97M-V/def2-TZVPD" homo_energy_ev="-11.6 / -11.9" e_tot_ev=-126739.476 spin_multiplicity=4 total_charge=+1 homo_lumo_gap_ev="8.019 / 7.181"
H 0.101 0.112 -3.516
C -5.210 0.763 2.426
H 2.611 0.947 1.161
H 3.292 -2.815 2.638
H 2.215 -2.013 -4.153
H 0.962 -4.235 -0.058
C 0.669 -0.798 -3.293
C -4.007 0.270 0.444
H -0.619 4.490 1.859
S -0.965 -2.420 0.739
H 1.298 -2.012 -6.479
C 2.142 4.059 0.038
H 2.744 3.473 -0.648
H 0.871 4.489 2.840
H -3.972 1.177 4.176
H 1.824 -1.942 2.195
N -2.872 0.425 1.135
S -0.360 2.175 -0.498
O -0.492 0.466 2.077
H -6.125 0.309 0.503
H 3.307 -2.306 0.170
H 1.525 4.755 -0.521
C 2.377 -2.877 2.046
C 0.477 -2.205 -0.190
H 2.781 4.595 0.733
O -2.451 -0.254 -1.288
N 0.562 -0.971 -0.636
O -4.666 -0.248 -1.764
C 2.709 -3.120 0.569
C 0.125 3.871 2.348
C -5.214 0.437 1.071
C 1.543 -1.220 -4.471
Re -1.117 -0.025 0.184
H 0.035 -2.524 -5.351
H -0.335 3.197 3.065
H 1.766 -3.685 2.463
C 2.203 1.641 1.887
C -4.008 0.921 3.124
C 1.470 -3.313 -0.340
O -1.201 1.325 4.044
H 2.175 -0.384 -4.785
C -1.426 0.865 2.959
C 0.674 -1.684 -5.644
H 1.780 -3.388 -1.385
C -2.837 0.738 2.435
H 1.665 1.113 2.665
H 3.300 -4.030 0.470
H -6.152 0.894 2.947
C -3.768 -0.106 -0.998
H -0.040 -1.577 -3.006
As 1.026 2.859 1.016
S 1.694 -0.374 -1.837
H 2.990 2.269 2.297
H 0.025 -0.881 -6.007
O 2.902 -1.228 -1.855